[1]
A structure of composition C20H42BrClIN5O6PS, computed with ωB97M-V with the def2-TZVPD basis set.

Calculated values
strongest force on any atom	4.65	eV/A
orbital gap	6.32	eV
LUMO energy	-0.147	Eh
total charge	+1
energy	-151936.081	eV
HOMO level	-10.32	eV

The geometry in XYZ format:
```
78
C20H42BrClIN5O6PS, DFT ωB97M-V with the def2-TZVPD basis set
C -5.03 -0.35 4.41
C -3.71 -1.25 4.38
C -2.91 -1.18 3.00
N -2.41 0.21 2.65
N -1.01 0.30 2.90
C -0.17 -0.28 1.81
C -0.15 0.55 0.43
N -0.45 -0.39 -0.71
C 1.34 -0.49 2.28
Cl 1.55 -1.62 3.72
C 2.30 -1.11 1.11
C 1.93 -2.65 0.82
C 2.96 -3.72 1.41
N 2.65 -4.49 2.64
O 4.04 -3.99 0.85
C 1.95 0.94 2.66
C 0.96 2.03 3.29
C 1.29 3.43 2.52
C 1.13 4.72 3.46
O 1.75 4.74 4.53
Br 0.00 6.30 3.03
C -0.58 1.66 3.40
I -1.99 3.16 2.58
P -1.01 1.65 5.29
O -2.68 1.57 5.58
O -0.54 3.23 5.82
S 0.06 0.41 6.31
H -5.84 -0.93 3.84
H -5.42 -0.26 5.49
H -4.87 0.67 3.91
H -4.02 -2.35 4.53
H -3.00 -1.02 5.26
H -2.10 -1.98 2.95
H -3.67 -1.46 2.17
H -2.61 0.29 1.64
H -0.89 -0.35 3.72
H -0.56 -1.33 1.53
H 0.84 1.04 0.17
H -0.95 1.36 0.35
H 0.09 -1.26 -0.62
H -1.46 -0.58 -0.76
H 2.36 -0.45 0.19
H 3.36 -1.12 1.57
H 0.90 -2.89 1.29
H 1.80 -2.87 -0.30
H 1.66 -4.31 2.91
H 3.19 -4.07 3.42
H 2.80 0.75 3.41
H 2.50 1.32 1.71
H 1.35 2.23 4.36
H 0.80 3.52 1.50
H 2.43 3.36 2.30
H -2.97 2.43 5.96
H -1.05 3.92 5.35
C 0.84 -1.50 -8.77
O 1.57 -0.49 -8.09
C 0.89 0.77 -8.07
C 0.53 1.14 -6.64
N -0.52 0.27 -6.12
C -0.76 0.43 -4.68
C 0.37 -0.01 -3.74
O 0.61 -1.41 -3.74
C 1.54 -1.85 -4.73
H 1.46 -2.40 -8.81
H -0.08 -1.74 -8.22
H 0.60 -1.20 -9.79
H 0.01 0.77 -8.72
H 1.59 1.51 -8.46
H 0.19 2.18 -6.61
H 1.44 1.06 -6.03
H -0.27 -0.69 -6.30
H -1.65 -0.16 -4.45
H -1.01 1.48 -4.48
H 0.05 0.23 -2.72
H 1.30 0.55 -3.90
H 2.30 -1.10 -4.94
H 1.01 -2.13 -5.64
H 2.03 -2.75 -4.35
```

Atom charges from the Löwdin analysis, given in e for atoms 1 to 5: -0.119, -0.239, -0.169, -0.058, -0.168

=====

[2]
A cluster of 2 separate species, C20H42ClN2O7 in total, computed with ωB97M-V with the def2-TZVPD basis set.

Calculated values
strongest force on any atom	0.24	eV/A
orbital gap	7.12	eV
LUMO energy	-0.140	Eh
total charge	+1
energy	-51245.102	eV
HOMO level	-10.94	eV

The geometry in XYZ format:
```
72
C20H42ClN2O7, DFT ωB97M-V with the def2-TZVPD basis set
C 1.96 -5.10 3.76
C 1.59 -3.83 3.76
C 2.24 -2.78 2.89
C 1.83 -2.94 1.42
N 3.02 -2.52 0.52
Cl 3.58 -3.87 -0.44
C 2.93 -1.23 -0.32
C 3.78 -0.15 0.34
C 3.40 0.33 1.75
N 3.62 1.77 1.85
C 1.48 -0.88 -0.58
O 0.71 -0.92 0.60
C 0.48 -2.24 1.04
C -0.30 -3.05 0.00
O 0.57 -3.73 -0.89
C 0.41 -5.14 -0.92
O -0.30 -2.21 2.19
C -0.63 -0.95 2.78
C -1.76 -0.20 2.02
C -2.87 0.24 2.95
O -2.24 -0.97 0.93
H 1.48 -5.83 4.41
H 2.77 -5.47 3.14
H 0.79 -3.49 4.41
H 3.33 -2.86 2.97
H 1.97 -1.79 3.26
H 1.70 -4.00 1.22
H 3.80 -2.38 1.16
H 3.40 -1.49 -1.26
H 3.72 0.72 -0.32
H 4.82 -0.47 0.30
H 2.37 0.03 1.98
H 4.05 -0.15 2.49
H 3.82 2.04 2.81
H 2.79 2.29 1.58
H 1.45 0.15 -0.93
H 1.05 -1.52 -1.35
H -0.95 -3.74 0.53
H -0.92 -2.35 -0.56
H 1.19 -5.53 -1.58
H -0.56 -5.42 -1.33
H 0.52 -5.59 0.07
H -0.94 -1.20 3.80
H 0.25 -0.32 2.84
H -1.30 0.69 1.57
H -2.55 1.03 3.62
H -3.22 -0.59 3.57
H -3.72 0.62 2.38
H -3.05 -1.41 1.21
C -1.30 7.05 -3.84
O -1.64 5.84 -3.20
C -2.95 5.88 -2.65
C -3.39 4.50 -2.24
O -3.80 3.68 -3.32
C -2.77 3.03 -4.05
C -2.32 1.73 -3.43
O -1.46 1.97 -2.33
C -1.24 0.82 -1.56
H -1.32 7.90 -3.15
H -0.29 6.93 -4.23
H -1.98 7.26 -4.67
H -3.65 6.28 -3.39
H -2.97 6.54 -1.77
H -4.27 4.61 -1.61
H -2.60 4.01 -1.65
H -1.92 3.69 -4.20
H -3.21 2.79 -5.02
H -1.80 1.13 -4.19
H -3.20 1.16 -3.10
H -2.17 0.41 -1.15
H -0.58 1.10 -0.73
H -0.75 0.03 -2.15
```

Atom charges from the Löwdin analysis, given in e for atoms 1 to 5: 0.032, -0.153, -0.126, -0.146, -0.312

=====

[3]
A cluster of 7 separate species, C20H42F12N11O13P2S4 in total, computed with ωB97M-V with the def2-TZVPD basis set.

Calculated values
strongest force on any atom	6.58	eV/A
orbital gap	4.98	eV
LUMO energy	0.183	Eh
total charge	-3
energy	-158951.015	eV
HOMO level	-0.01	eV

The geometry in XYZ format:
```
104
C20H42F12N11O13P2S4, DFT ωB97M-V with the def2-TZVPD basis set
N -0.22 -1.27 0.49
O 0.03 -2.21 1.17
O -0.43 -1.39 -0.72
O -0.14 -0.12 0.99
C -0.07 -7.10 -2.16
F -0.76 -8.20 -2.71
F 1.19 -6.99 -2.73
F -0.74 -5.99 -2.42
S 0.03 -7.49 -0.26
O -1.38 -7.31 0.16
O 0.65 -8.77 0.03
N 0.82 -6.03 0.32
S 2.27 -6.57 0.64
O 2.26 -7.24 1.92
O 2.96 -7.31 -0.40
C 3.28 -4.97 0.95
F 2.49 -3.88 1.12
F 4.04 -5.22 2.03
F 4.14 -4.82 -0.06
C -1.28 0.22 7.81
F -1.98 -0.53 8.71
F -1.55 1.50 7.94
F -0.01 0.00 8.10
S -1.76 -0.36 5.97
O -2.13 -1.77 6.11
O -2.85 0.56 5.56
N -0.32 0.05 5.02
S 0.38 -1.33 5.07
O 0.69 -1.77 6.41
O -0.22 -2.30 4.07
C 2.14 -0.94 4.32
F 2.06 -0.10 3.29
F 2.83 -0.37 5.29
F 2.76 -2.10 4.02
O -2.36 1.93 0.22
P -3.09 2.04 -1.07
N -4.36 0.83 -1.16
C -5.40 0.69 -2.21
C -4.19 -0.42 -0.42
N -2.23 1.67 -2.49
C -2.86 1.41 -3.80
C -0.73 1.35 -2.40
N -3.86 3.58 -1.32
C -4.88 3.93 -0.44
C -3.10 4.64 -1.88
H -5.42 1.40 -3.04
H -6.44 0.57 -1.91
H -5.15 -0.20 -2.78
H -4.40 -1.31 -1.00
H -4.93 -0.48 0.38
H -3.18 -0.41 -0.01
H -3.12 0.37 -3.96
H -3.76 2.01 -3.91
H -2.17 1.64 -4.61
H -0.28 1.82 -3.28
H -0.30 1.61 -1.43
H -0.53 0.30 -2.61
H -5.73 3.30 -0.69
H -4.52 3.66 0.55
H -5.18 4.98 -0.51
H -3.79 5.35 -2.34
H -2.49 4.18 -2.65
H -2.40 5.17 -1.22
O 1.20 2.70 1.17
P 2.40 3.00 0.39
N 3.37 4.17 1.16
C 4.75 4.52 0.73
C 2.64 5.29 1.62
N 2.06 3.66 -1.14
C 3.20 3.85 -2.11
C 0.90 4.47 -1.32
N 3.44 1.71 0.06
C 2.92 0.67 -0.86
C 4.28 1.13 1.12
H 5.19 5.08 1.56
H 4.78 5.24 -0.09
H 5.39 3.67 0.51
H 2.53 6.11 0.91
H 3.14 5.73 2.48
H 1.68 5.09 2.10
H 3.41 4.92 -2.09
H 4.13 3.37 -1.80
H 2.92 3.67 -3.14
H 0.80 4.59 -2.40
H -0.07 4.20 -0.88
H 1.09 5.49 -0.99
H 3.78 0.30 -1.42
H 2.56 -0.13 -0.21
H 2.18 1.13 -1.51
H 4.79 1.88 1.72
H 5.02 0.46 0.69
H 3.70 0.51 1.80
C 1.53 -3.66 -2.39
C 0.91 -3.95 -3.67
N 0.47 -4.29 -4.67
H 2.54 -4.07 -2.31
H 0.89 -4.09 -1.62
H 1.51 -2.57 -2.33
C -2.48 -2.56 -2.91
C -2.27 -3.46 -1.84
N -2.16 -4.09 -0.89
H -2.76 -1.57 -2.55
H -3.17 -3.13 -3.53
H -1.51 -2.53 -3.41
```

Atom charges from the Löwdin analysis, given in e for atoms 1 to 5: -0.660, 0.000, -0.103, -0.066, -0.558

=====

[4]
A structure of composition C20H42N3O11PS, computed with ωB97M-V with the def2-TZVPD basis set.

Calculated values
strongest force on any atom	5.31	eV/A
orbital gap	9.07	eV
LUMO energy	0.014	Eh
total charge	0
energy	-68535.610	eV
HOMO level	-8.68	eV

The geometry in XYZ format:
```
78
C20H42N3O11PS, DFT ωB97M-V with the def2-TZVPD basis set
C 1.79 3.43 1.89
P 2.66 4.42 0.55
O 1.39 5.34 -0.16
C 3.34 3.31 -0.82
O 2.86 3.48 -2.19
S 3.97 2.48 -2.99
O 3.45 1.78 -4.21
O 5.02 3.42 -3.42
O 4.36 1.41 -1.76
C 3.43 1.75 -0.66
C 2.19 0.86 -1.01
C 0.87 1.26 -0.26
C -0.38 0.39 -0.67
C -1.24 1.06 -1.80
N -2.21 2.04 -1.27
C -1.61 3.32 -1.04
N -1.55 3.89 0.12
N -0.98 4.03 -2.15
H 1.90 3.97 2.87
H 0.68 3.39 1.69
H 2.14 2.38 2.01
H 1.19 5.00 -1.05
H 4.41 3.66 -0.89
H 3.88 1.43 0.31
H 2.44 -0.18 -0.68
H 1.96 0.79 -2.10
H 1.03 1.07 0.84
H 0.71 2.36 -0.36
H -1.04 0.18 0.21
H 0.02 -0.59 -1.05
H -1.84 0.25 -2.29
H -0.61 1.52 -2.62
H -2.67 1.69 -0.43
H -1.07 4.79 0.01
H -1.18 3.55 -3.03
H -1.33 4.99 -2.18
O 7.90 -2.98 -1.32
C 7.79 -2.11 -2.15
O 6.58 -1.79 -2.63
C 6.32 -0.66 -3.47
C 6.57 -0.99 -4.92
C 9.01 -1.45 -2.74
H 6.89 0.21 -3.13
H 5.27 -0.42 -3.33
H 7.61 -1.26 -5.11
H 6.31 -0.14 -5.56
H 5.97 -1.85 -5.23
H 9.40 -2.07 -3.54
H 9.76 -1.36 -1.95
H 8.83 -0.44 -3.10
O -3.75 -0.75 -2.36
C -4.08 -1.43 -1.43
O -3.99 -0.94 -0.18
C -4.53 -1.59 0.98
C -3.56 -2.61 1.54
C -4.50 -2.86 -1.62
H -5.51 -2.02 0.77
H -4.69 -0.80 1.72
H -3.36 -3.41 0.83
H -3.95 -3.05 2.46
H -2.60 -2.14 1.77
H -3.62 -3.50 -1.67
H -5.05 -2.93 -2.56
H -5.18 -3.23 -0.85
O -3.44 -1.86 5.07
C -4.50 -2.26 5.49
O -5.05 -3.37 4.95
C -6.19 -4.05 5.49
C -7.48 -3.42 5.00
C -5.26 -1.51 6.55
H -6.13 -4.09 6.58
H -6.12 -5.07 5.13
H -7.57 -2.39 5.33
H -8.34 -3.98 5.37
H -7.51 -3.42 3.91
H -5.84 -0.72 6.07
H -4.54 -1.06 7.23
H -5.91 -2.14 7.15
```

Atom charges from the Löwdin analysis, given in e for atoms 1 to 5: -0.290, 0.959, -0.341, -0.453, -0.218

=====

[5]
A structure of composition C20H42NNdP3S, computed with ωB97M-V with the def2-TZVPD basis set.

Calculated values
strongest force on any atom	2.40	eV/A
orbital gap (spin up / spin down)	3.51 / 3.64	eV
LUMO energy (spin up / spin down)	-0.380 / -0.375	Eh
total charge	+3
energy	-76862.229	eV
spin multiplicity	4
HOMO level (spin up / spin down)	-13.85 / -13.85	eV

The geometry in XYZ format:
```
68
C20H42NNdP3S, DFT ωB97M-V with the def2-TZVPD basis set
Nd 0.86 0.94 0.14
P 2.15 -1.25 1.24
P 2.52 0.40 -1.95
P -1.07 0.52 1.89
H -0.27 -0.32 -2.33
C -0.87 0.33 -1.65
C -0.78 1.64 -1.60
H -0.01 2.24 -2.14
C 1.56 -2.92 0.72
C 3.98 -1.31 1.00
C 2.03 -1.28 3.08
C 1.98 1.37 -3.42
C 4.29 0.87 -1.83
C 2.53 -1.35 -2.52
C -2.49 1.51 1.30
C -0.64 1.11 3.54
C -1.60 -1.22 1.93
H -1.52 -0.28 -1.00
H -1.26 2.27 -0.81
H 2.16 -3.66 1.30
H 1.71 -3.03 -0.37
H 0.48 -3.00 0.96
H 4.34 -2.17 1.60
H 4.42 -0.36 1.36
H 4.24 -1.44 -0.08
H 2.66 -2.14 3.41
H 0.98 -1.40 3.41
H 2.44 -0.33 3.48
H 2.71 1.14 -4.23
H 1.99 2.45 -3.16
H 0.95 1.08 -3.70
H 4.85 0.36 -2.63
H 4.69 0.58 -0.83
H 4.38 1.98 -1.92
H 3.05 -1.32 -3.50
H 1.48 -1.69 -2.63
H 3.05 -2.00 -1.79
H -3.25 1.32 2.07
H -2.80 1.17 0.29
H -2.19 2.58 1.23
H -1.56 0.86 4.11
H -0.44 2.21 3.48
H 0.27 0.59 3.91
H -2.52 -1.18 2.54
H -0.81 -1.86 2.37
H -1.81 -1.57 0.90
C -6.30 -1.55 -0.09
C -6.79 -2.85 -0.26
C -7.67 -3.13 -1.31
C -8.06 -2.12 -2.19
C -7.58 -0.82 -2.02
C -6.70 -0.53 -0.98
S -5.19 -1.14 1.19
H -5.08 -2.36 1.77
H -6.47 -3.62 0.44
H -8.05 -4.15 -1.44
H -8.75 -2.34 -3.01
H -7.87 -0.02 -2.70
H -6.31 0.48 -0.82
C 5.74 3.69 -0.03
C 4.63 3.76 1.04
C 3.62 2.85 0.68
N 2.76 2.14 0.37
H 6.16 2.67 -0.11
H 6.54 4.39 0.21
H 5.34 3.94 -1.04
H 5.00 3.46 2.05
H 4.15 4.78 1.09
```

Atom charges from the Löwdin analysis, given in e for atoms 1 to 5: 1.267, 0.675, 0.680, 0.619, 0.077

=====

[6]
A structure of composition C20H42O2P4Pt, computed with ωB97M-V with the def2-TZVPD basis set.

Calculated values
strongest force on any atom	13.25	eV/A
orbital gap (spin up / spin down)	6.23 / 3.70	eV
LUMO energy (spin up / spin down)	-0.438 / -0.532	Eh
total charge	+4
energy	-65870.685	eV
spin multiplicity	5
HOMO level (spin up / spin down)	-18.16 / -18.18	eV

The geometry in XYZ format:
```
69
C20H42O2P4Pt, DFT ωB97M-V with the def2-TZVPD basis set
P -3.30 -0.07 1.61
C -3.49 1.05 2.99
H -4.56 1.12 3.26
H -3.13 2.06 2.74
H -2.94 0.69 3.87
C -4.04 0.61 0.13
H -4.13 -0.16 -0.65
H -3.45 1.45 -0.26
H -5.05 0.97 0.38
C -4.00 -1.68 1.98
H -5.10 -1.59 1.98
H -3.67 -2.01 2.98
H -3.70 -2.43 1.24
P 1.72 -3.20 0.96
C 2.05 -2.03 2.27
H 2.61 -2.51 3.08
H 1.11 -1.64 2.65
H 2.62 -1.19 1.88
C 1.07 -4.72 1.69
H 0.76 -5.40 0.88
H 0.19 -4.47 2.28
H 1.83 -5.20 2.32
C 3.25 -3.53 0.06
H 3.92 -4.17 0.65
H 3.75 -2.58 -0.16
H 3.01 -4.01 -0.89
P 2.08 1.79 -2.41
C 3.16 3.10 -1.82
H 3.28 3.85 -2.62
H 4.14 2.69 -1.57
H 2.73 3.59 -0.93
C 2.73 1.00 -3.87
H 3.03 1.77 -4.59
H 1.98 0.35 -4.34
H 3.62 0.39 -3.62
C 0.42 2.40 -2.68
H 0.45 3.15 -3.48
H 0.01 2.86 -1.76
H -0.25 1.58 -2.99
Pt 0.02 -2.80 -1.11
C -1.50 -0.23 1.31
O -0.34 -0.07 1.35
C 2.01 0.63 -1.01
O 1.99 0.13 0.04
C 0.23 -2.86 -3.16
C -0.23 -1.58 -2.73
C -1.35 -1.48 -1.86
C -2.00 -2.67 -1.39
C -1.53 -3.94 -1.81
C -0.42 -4.04 -2.70
H 1.17 -2.94 -3.69
H 0.35 -0.69 -2.96
H -1.63 -0.52 -1.45
H -2.74 -2.59 -0.60
H -1.90 -4.84 -1.32
H 0.05 -5.01 -2.88
C 1.43 4.99 1.39
P 0.57 3.39 1.09
C 0.48 2.81 2.83
C -1.15 4.01 0.91
H 1.20 5.69 0.58
H 1.11 5.41 2.36
H 2.51 4.81 1.41
H 0.52 3.67 3.51
H -0.43 2.23 3.03
H 1.36 2.18 3.02
H -1.19 4.72 0.08
H -1.82 3.17 0.69
H -1.49 4.51 1.83
```

Atom charges from the Löwdin analysis, given in e for atoms 1 to 5: 0.840, -0.156, 0.094, 0.071, 0.091